79
Properties=species:S:1:pos:R:3:forces:R:3:lowdin_spin:R:1 method="wB97M-V/def2-TZVPD" relative_energy_kcal_mol=105.6 multiplicity=3 homo_energy_ev="-5.0 / -4.5" gap_ev="5.12 / 2.43" energy_ha=-2689.45846 lumo_energy_ev="0.08 / -2.06"
W 0.495311 0.715360 1.202647 -1.585 2.077 -1.027 0.863
Cl 2.071530 0.451185 -0.551375 1.370 -0.249 -1.139 0.080
P 2.041050 -0.264192 2.582792 -0.222 -0.358 -1.674 0.004
C 3.422750 0.919904 2.833081 0.345 -0.460 0.644 0.007
C 0.989708 -0.502754 4.028186 0.877 -0.573 0.948 0.011
C 2.844143 -1.817838 2.001158 0.718 0.070 0.723 -0.009
C 3.082167 2.344542 2.385355 0.355 0.396 0.175 0.000
H 4.192444 0.522694 2.147050 -0.195 0.160 0.186 0.000
C 3.989034 0.872050 4.268506 0.380 0.347 -0.218 0.002
H 3.272146 1.231805 5.016893 0.200 -0.133 -0.207 0.000
H 4.860512 1.543317 4.296460 -0.154 -0.158 0.172 0.001
H 4.335129 -0.128076 4.554448 -0.186 0.215 -0.031 0.000
H 3.026351 2.429451 1.293164 -0.119 -0.128 0.340 0.002
H 3.898974 3.002598 2.724586 -0.184 -0.078 -0.064 0.000
H 2.149150 2.737565 2.821297 0.277 -0.222 -0.129 -0.003
H 3.364186 -1.457533 1.096821 -0.227 -0.015 0.212 0.000
C 1.874713 -2.914238 1.565782 -0.051 -0.365 -0.105 -0.001
C 3.908412 -2.335029 2.988014 0.016 -0.462 -0.388 -0.002
H 4.757572 -1.648203 3.076096 -0.205 -0.096 0.064 0.000
H 4.303716 -3.283371 2.595255 0.015 0.118 0.224 -0.001
H 3.488445 -2.534058 3.985555 0.123 0.062 -0.229 0.000
H 1.051773 -2.542438 0.938045 0.315 0.054 0.291 0.000
H 1.443876 -3.456875 2.424166 0.238 0.152 -0.300 0.000
H 2.439013 -3.645679 0.963241 -0.152 0.120 0.218 0.000
C 0.521326 0.833000 4.618086 -0.345 -0.041 0.364 -0.001
H 1.662246 -1.025850 4.731941 -0.569 0.024 0.365 0.001
C -0.213714 -1.388791 3.669825 -0.107 -0.080 0.225 0.002
H 1.336491 1.519432 4.874046 -0.200 -0.172 -0.141 0.000
H -0.026633 0.607034 5.545030 0.106 0.134 -0.114 0.000
H -0.177531 1.342646 3.932104 0.442 -0.258 0.487 0.001
H -0.822840 -0.958129 2.849564 0.238 -0.204 0.408 0.001
H -0.848773 -1.467791 4.565886 0.019 0.055 -0.303 -0.001
H 0.080337 -2.405326 3.385176 -0.122 0.365 0.022 0.000
Cl -1.396046 1.804706 1.868922 -1.318 0.583 0.490 0.053
H 0.856087 2.284891 0.698883 0.159 0.581 -0.675 -0.018
P -1.145142 1.934310 -3.360639 0.971 -0.026 1.015 0.569
C -0.090660 0.808412 -4.270387 0.413 -0.176 -0.311 0.057
C -2.841519 1.538828 -2.963432 -0.966 0.016 -0.266 0.085
C -0.318407 3.480212 -2.948306 0.342 0.430 0.245 0.061
C 0.158440 -0.539858 -3.558349 0.190 -0.364 0.087 0.027
H 0.884443 1.331204 -4.296903 -0.512 0.048 -0.015 0.000
C -0.627941 0.711431 -5.708594 0.119 -0.176 -0.209 0.034
H -1.569947 0.146902 -5.745673 0.225 0.134 -0.009 0.000
H 0.111289 0.197523 -6.336517 -0.220 0.032 0.107 0.005
H -0.795838 1.711785 -6.131732 0.010 -0.278 0.017 0.004
H 1.195159 -0.573549 -3.201554 -0.324 0.008 0.018 0.002
H 0.016697 -1.372305 -4.258825 -0.080 0.172 0.097 0.002
H -0.472460 -0.705900 -2.676686 0.238 0.006 -0.248 0.004
H 0.745251 3.178853 -2.894994 -0.417 -0.002 -0.123 0.005
C -0.658756 4.103804 -1.585254 -0.100 0.022 0.279 0.012
C -0.537868 4.435078 -4.135275 0.163 0.326 -0.111 0.042
H 0.040624 4.106825 -5.007769 -0.159 0.109 0.105 0.001
H -0.215309 5.452720 -3.869742 -0.039 -0.278 -0.079 0.006
H -1.597687 4.475846 -4.424556 0.246 0.098 0.123 0.004
H -0.849612 3.347876 -0.811036 0.103 0.216 -0.171 0.001
H -1.518462 4.783141 -1.650943 0.156 -0.207 -0.012 0.000
H 0.206234 4.687677 -1.238800 -0.256 -0.134 -0.177 0.001
C -3.026923 0.033991 -2.707283 -0.026 -0.182 0.182 0.013
H -3.361693 1.818402 -3.901951 -0.101 -0.223 0.320 0.029
C -3.432186 2.389155 -1.823060 0.126 0.036 0.203 0.007
H -2.721011 -0.585448 -3.561148 -0.072 0.170 0.226 0.000
H -4.091405 -0.147700 -2.514547 0.171 0.039 -0.126 0.000
H -2.469983 -0.292227 -1.812393 -0.124 0.144 -0.291 0.000
H -2.956809 2.147869 -0.861400 -0.050 0.059 -0.251 0.001
H -4.499881 2.148374 -1.729178 0.266 0.053 -0.116 0.000
H -3.336455 3.468987 -2.002357 -0.048 -0.345 0.022 0.000
C -0.468060 -0.756236 0.228340 -1.558 -3.488 -0.898 -0.007
C -1.118364 -1.780676 -0.110560 1.733 3.278 0.499 0.042
C -1.907925 -2.932802 -0.194676 -0.810 -1.077 0.158 0.011
C -1.307395 -4.215409 -0.301620 -0.344 0.293 0.072 -0.001
C -2.073998 -5.356102 -0.090828 -0.304 0.239 -0.080 0.001
C -3.450654 -5.243068 0.164435 0.035 -0.139 -0.064 -0.006
C -4.068818 -3.988873 0.188782 0.224 0.131 -0.138 0.001
C -3.309258 -2.830292 0.011645 0.391 -0.635 -0.051 -0.002
H -0.233950 -4.280115 -0.511760 -0.442 0.030 0.192 0.000
H -1.598045 -6.336354 -0.118684 -0.170 0.206 -0.016 0.000
H -4.046794 -6.146412 0.331013 0.235 0.353 -0.062 0.000
H -5.146679 -3.900701 0.350683 0.363 -0.114 -0.002 0.000
H -3.765301 -1.841190 0.065827 0.153 -0.264 0.047 0.000